No. 1
This record from the Open Molecules 2025 dataset describes C38H31I2MgN6O4S as an isolated structure. The level of theory is wB97M-V/def2-TZVPD.

Last column: Mulliken charge in e.
Cartesian coordinates (Å):
Mg  0.24688  -0.03897  0.28423  0.733
C  -2.83497  0.27580  -2.72601  -0.984
C  -2.88682  1.62248  -3.05947  -0.437
C  -2.13549  2.51894  -2.33188  -0.565
C  -1.33938  2.07748  -1.27276  -0.278
N  -1.26938  0.75784  -0.97041  1.128
C  -2.00571  -0.10337  -1.69413  -0.501
N  -0.63412  3.07737  -0.60006  -0.385
C  0.01836  2.87361  0.47918  -0.210
N  0.08132  1.71741  1.24127  0.646
C  0.77996  1.98093  2.37851  -0.556
N  1.02460  1.21220  3.39629  -0.388
C  0.67622  -0.13466  3.45094  0.025
C  0.90582  -0.77118  4.68541  -0.684
C  0.65408  -2.11481  4.83294  -0.539
C  0.15086  -2.83167  3.74932  -1.236
C  -0.07449  -2.14883  2.57921  -0.243
N  0.18064  -0.83632  2.40686  0.307
C  1.25927  3.39624  2.34238  -0.067
C  2.04506  4.11652  3.21906  -0.197
C  2.36243  5.42706  2.86766  -0.647
C  1.90183  5.97583  1.67110  -0.622
C  1.11026  5.23690  0.79728  -0.136
C  0.79535  3.94349  1.15726  -0.004
H  -3.39744  -0.46785  -3.27319  0.493
H  -3.48913  1.95911  -3.89467  0.393
H  -2.11705  3.57521  -2.56610  0.526
H  -1.88573  -1.14996  -1.43993  0.250
H  1.29615  -0.16229  5.49018  0.545
H  0.85033  -2.60880  5.77669  0.402
H  -0.05590  -3.89182  3.81182  0.524
H  -0.48246  -2.65997  1.71497  0.301
H  2.40366  3.66064  4.13359  0.526
H  2.97826  6.02689  3.52756  0.399
H  2.17188  6.99384  1.41741  0.397
H  0.76237  5.65339  -0.14128  0.523
I  0.25642  -4.66467  -2.02383  -0.068
C  1.62057  -3.79163  -0.69943  -0.393
C  2.71909  -4.54011  -0.24911  -0.248
C  3.64649  -3.97969  0.58545  -0.194
I  5.22452  -5.18436  1.26879  0.002
C  3.55979  -2.61369  0.95046  0.593
C  4.50331  -1.90687  1.73191  -0.870
C  4.38211  -0.55821  1.89186  -1.296
C  3.28778  0.10979  1.31516  -0.226
N  2.33394  -0.52658  0.68081  0.879
C  2.45483  -1.87048  0.47712  -0.149
C  1.38016  -2.47594  -0.29660  0.557
O  0.31419  -1.80516  -0.58319  0.197
H  2.82230  -5.57062  -0.55999  0.357
H  5.32326  -2.44689  2.18815  0.186
H  5.10845  0.00340  2.46353  0.423
H  3.20338  1.18949  1.37372  0.494
C  -2.98942  0.79437  2.35418  -0.577
C  -3.69567  -0.51727  2.11891  -0.635
O  -2.86458  -1.39040  1.37283  0.093
C  -3.59684  -2.52580  0.94760  -0.600
C  -2.66715  -3.54118  0.31485  -0.805
H  -3.64622  1.47387  2.90109  0.492
H  -2.70605  1.25250  1.40598  -0.079
H  -2.07876  0.64340  2.93542  0.012
H  -4.63310  -0.35230  1.57175  0.390
H  -3.95531  -0.99130  3.07376  0.350
H  -4.36397  -2.20654  0.23048  0.376
H  -4.11801  -2.96193  1.80802  0.397
H  -1.87752  -3.03226  -0.24165  -0.107
H  -3.21321  -4.18401  -0.37717  0.383
H  -2.19198  -4.17588  1.06626  0.279
O  -2.13547  -0.71082  -7.11472  -0.527
C  -1.52854  0.48506  -6.87439  0.662
O  -1.75249  1.39064  -7.63509  -0.625
C  -0.64757  0.56821  -5.68890  1.005
C  -0.36764  -0.50725  -4.83775  -0.532
C  0.43295  -0.35399  -3.72352  -0.914
C  0.99902  0.89662  -3.38295  0.243
S  1.89801  1.12181  -1.91973  -0.421
C  0.72853  1.96621  -4.26937  -0.551
C  -0.06783  1.80182  -5.38398  -0.849
H  -1.87863  -1.33961  -6.43269  0.277
H  -0.77200  -1.50262  -5.01756  0.236
H  0.62791  -1.20028  -3.07478  0.520
H  1.15083  2.93738  -4.03774  0.406
H  -0.27740  2.63514  -6.04520  0.418

The gap between HOMO and LUMO is 5.88 eV. The calculation puts the LUMO energy at 1.747 eV. Its energy relative to the best compared isomer or geometry (same formula, charge and spin) is 27.21 kJ/mol. The calculation puts the total energy at -89529.786 eV. Its total charge is -1.

***

No. 2
This record from the Open Molecules 2025 dataset describes C20H25CrF9N4 as an isolated structure at a distorted geometry. The level of theory is wB97M-V/def2-TZVPD.

Last column: Mulliken spin population.
Cartesian coordinates (Å):
Cr  -0.90410  0.36366  0.75382  4.044
C  -2.82055  2.45617  0.00770  0.066
C  -1.70068  3.24310  0.65600  0.003
N  -0.91686  2.43767  1.62913  -0.104
C  0.49434  2.86301  1.76833  -0.024
C  1.37444  2.72906  0.55574  0.090
C  -1.61412  2.24932  2.93617  0.002
C  -1.07961  1.00340  3.52722  0.033
N  -1.23501  -0.14525  2.62260  -0.016
C  -1.13767  -1.41910  3.13652  0.011
C  -1.49425  -2.57836  2.34506  -0.014
F  -1.93083  -2.45435  1.05649  0.007
C  -1.32628  -3.87688  2.88202  -0.002
F  -1.38210  -4.97396  2.05639  0.000
C  -1.15478  -3.99791  4.24521  0.006
C  -0.80752  -2.89164  5.01791  -0.003
F  -0.63284  -3.04138  6.36063  0.000
C  -0.71155  -1.62201  4.49632  -0.009
F  -0.36975  -0.52725  5.26614  -0.001
H  -2.89499  2.82397  -1.02976  -0.008
H  -3.79757  2.55319  0.52864  -0.005
H  -2.56095  1.37540  -0.02043  -0.027
H  -2.08430  4.13863  1.17449  -0.001
H  -0.98280  3.61488  -0.08674  -0.011
H  0.88530  2.31772  2.64457  -0.022
H  0.47407  3.91234  2.12139  -0.002
H  2.06845  1.86904  0.67077  -0.022
H  1.97306  3.61392  0.54470  0.005
H  0.87638  2.66615  -0.44168  -0.011
H  -2.69116  2.24212  2.76841  -0.009
H  -1.36634  3.11328  3.61192  -0.003
H  -1.68231  0.83130  4.41091  0.008
H  -0.06455  1.18048  3.91908  -0.017
H  -1.22285  -4.96220  4.73134  0.000
F  2.52732  -1.96391  1.58634  0.003
C  3.54406  -1.15991  1.94768  -0.005
F  2.94532  -0.05231  2.45930  0.000
C  4.42526  -0.85822  0.75302  0.001
F  5.43993  -0.03970  1.08897  0.000
F  4.95645  -2.01590  0.27470  0.000
F  3.72187  -0.28479  -0.28380  0.000
N  -0.45160  0.02738  -1.14476  -0.099
C  -0.18571  0.01812  -2.31546  0.130
N  0.04127  -0.18836  -3.58424  -0.002
C  -1.07940  -0.67172  -4.44190  0.004
C  -0.69806  -1.81189  -5.38283  0.001
C  0.54355  -1.40686  -6.19715  0.000
C  1.70234  -1.07029  -5.22496  0.000
C  1.35700  0.08112  -4.26265  0.005
H  -1.45336  0.18838  -5.01916  0.001
H  -1.88471  -0.99241  -3.79939  -0.002
H  -1.57236  -1.95966  -6.03685  0.000
H  -0.56046  -2.74245  -4.85372  0.000
H  0.25698  -0.52329  -6.76981  0.000
H  0.81257  -2.21099  -6.90918  0.000
H  2.61808  -0.74524  -5.76423  0.000
H  1.98501  -1.94932  -4.64130  0.000
H  1.25989  1.05524  -4.79397  0.000
H  2.16903  0.16944  -3.55165  -0.002

Its multiplicity is 5. The gap between HOMO and LUMO (alpha / beta) is 3.39 / 3.65 eV. The calculation puts the LUMO energy (alpha / beta) at -0.859 / -0.592 eV. Its energy relative to the best compared isomer or geometry (same formula, charge and spin) is 197.91 kJ/mol. The calculation puts the total energy at -79979.658 eV.

***

No. 3
This record from the Open Molecules 2025 dataset describes one molecule with the formula C25H25ClN2O3S. The level of theory is wB97M-V/def2-TZVPD.

Last column: Mulliken charge in e.
Cartesian coordinates (Å):
C  4.43710  -1.78098  2.46934  -1.231
C  4.97173  -0.94579  1.33883  0.894
O  5.76065  -0.04623  1.49232  -0.544
N  4.47774  -1.32447  0.04101  0.094
C  5.41517  -0.95387  -1.03175  -0.940
C  3.15757  -0.76892  -0.14820  -0.510
C  2.96986  0.59661  -0.34667  -0.161
C  1.69439  1.10401  -0.52982  -0.188
O  1.50281  2.44780  -0.75858  -0.541
C  0.59029  0.25162  -0.52998  0.550
C  0.78649  -1.11564  -0.33065  -0.674
C  2.06149  -1.62142  -0.12713  -0.298
N  -0.32017  -2.03132  -0.37382  0.520
C  -0.63938  -2.30386  -1.79599  -0.827
C  -1.78861  -3.26018  -2.07036  0.262
C  -1.83760  -4.51135  -1.19334  -1.385
Cl  -3.37516  -2.40967  -2.07944  -0.194
C  -1.42826  -1.53808  0.40136  -0.976
C  -2.04137  -2.39934  1.29904  -0.665
C  -3.15678  -1.98757  2.01459  -1.175
C  -3.64317  -0.69930  1.83534  -0.979
C  -3.01210  0.20160  0.98768  0.828
C  -3.60690  1.58036  0.85614  -1.017
O  -2.79754  2.60544  1.41280  -0.412
C  -2.31619  3.58695  0.58923  0.194
C  -3.12400  4.22828  -0.34643  -0.243
C  -2.59388  5.24401  -1.13595  -0.623
C  -1.27210  5.63710  -0.97939  -0.586
C  -0.48246  5.01264  -0.01849  -0.422
C  -0.99885  3.98916  0.76231  -0.001
C  -1.88848  -0.22898  0.28358  1.569
S  -1.03262  0.88377  -0.79379  -0.245
H  4.36611  -2.82017  2.15620  0.338
H  3.43699  -1.44294  2.74445  0.256
H  5.09545  -1.69276  3.32897  0.383
H  6.24590  -1.65566  -1.03906  0.322
H  4.88515  -1.01596  -1.98010  0.355
H  5.80584  0.05781  -0.91935  0.339
H  3.81917  1.26834  -0.36451  0.464
H  1.76510  2.93740  0.02804  0.308
H  2.20388  -2.68140  0.03510  0.538
H  -0.80744  -1.38184  -2.35841  0.342
H  0.25050  -2.77864  -2.21746  0.529
H  -1.65854  -3.57861  -3.10286  0.516
H  -0.89160  -4.64167  -0.67044  0.280
H  -2.06187  -5.38354  -1.80310  0.377
H  -2.62329  -4.42788  -0.44737  0.331
H  -1.64441  -3.39836  1.40577  0.665
H  -3.62848  -2.67422  2.70497  0.388
H  -4.52039  -0.38238  2.38610  0.359
H  -4.54108  1.57353  1.42040  0.346
H  -3.86232  1.79121  -0.18464  0.440
H  -4.15961  3.93955  -0.46905  0.449
H  -3.22936  5.72211  -1.87026  0.389
H  -0.86015  6.42244  -1.59851  0.390
H  0.54484  5.32516  0.11685  0.376
H  -0.40008  3.47606  1.50447  0.445

The gap between HOMO and LUMO is 8.60 eV. The calculation puts the LUMO energy at 0.543 eV. The calculation puts the total energy at -58810.836 eV.

***

No. 4
This record from the Open Molecules 2025 dataset describes one molecule with the formula C5H7Cl at a distorted geometry. The level of theory is wB97M-V/def2-TZVPD.

Last column: Mulliken charge in e.
Cartesian coordinates (Å):
C  1.55730  -1.10106  -1.75426  -0.053
C  1.10018  -0.29151  -0.95673  -0.280
C  0.70617  0.85044  -0.15193  -0.891
C  -0.84277  0.71168  0.26502  0.085
C  -0.88837  -0.57037  1.11774  -1.162
Cl  -1.93504  0.65663  -1.17622  -0.204
H  1.80876  -1.89134  -2.47165  0.415
H  1.02644  1.76051  -0.53039  0.439
H  1.16919  0.88648  0.85847  0.273
H  -1.05162  1.64162  0.78512  0.360
H  -1.77743  -1.11189  1.00974  0.414
H  -0.86217  -0.30097  2.14721  0.313
H  -0.01064  -1.24023  0.85789  0.291

The gap between HOMO and LUMO is 10.90 eV. The calculation puts the LUMO energy at 0.908 eV. Its energy relative to the best compared isomer or geometry (same formula, charge and spin) is 174.83 kJ/mol. The calculation puts the total energy at -17818.667 eV.